(1)
ORCA calculation (the ωB97M-V functional and the def2-TZVPD basis) on a structure of composition C46H47BrN2O5RuS at a distorted geometry.

total charge: -1
E_HOMO (alpha / beta): -4.45 / -4.43 eV
ΔE to the lowest compared entry with this formula, charge and spin: 177.39 kJ/mol
LUMO level (alpha / beta): 2.234 / 2.234 eV
spin multiplicity: 2
E_tot: -5333.92395 Eh
<S²>: 0.760

XYZ file:
```
103
Properties=species:S:1:pos:R:3:forces:R:3
Ru 0.951467 -0.575356 -0.136541 0.55 0.52 -3.01
C 0.277874 -4.013316 -2.907878 -0.08 -0.03 -0.04
O 1.627906 -4.190969 -3.326818 -0.08 0.09 -0.05
C 2.647007 -3.364616 -2.929694 -0.19 0.01 -0.01
C 3.903811 -3.831994 -3.248204 0.14 0.10 -0.02
C 5.052074 -3.089230 -2.966294 0.04 -0.12 -0.09
C 4.924290 -1.870133 -2.352806 0.03 0.19 0.17
C 3.661229 -1.372783 -1.994357 0.10 -0.69 -0.14
C 3.600616 -0.084000 -1.379362 0.62 0.26 -0.19
N 2.589487 0.473875 -0.839905 -0.87 -0.74 1.17
N 2.792374 1.760148 -0.404421 0.81 0.56 -0.37
C 1.824337 2.208247 0.325560 -0.51 -0.53 0.19
O 0.771588 1.545651 0.630151 -0.02 -0.45 0.24
C 1.983560 3.564753 0.917192 -0.11 0.27 0.10
C 3.182117 4.267579 0.848760 0.10 -0.05 0.00
C 3.307754 5.498715 1.474237 0.08 0.05 0.01
C 2.242611 6.044397 2.177990 -0.06 -0.06 -0.04
C 1.042933 5.349035 2.245493 0.00 0.03 0.01
C 0.912896 4.122100 1.610780 -0.07 -0.04 0.03
C 2.487205 -2.109425 -2.273032 0.20 0.07 0.04
O 1.306829 -1.646778 -1.978748 -0.81 0.26 1.52
H -0.308276 -4.674421 -3.546012 0.05 -0.06 0.01
H -0.067604 -2.992159 -3.021823 0.01 0.03 -0.01
H 0.140945 -4.318534 -1.867690 0.02 0.03 0.00
H 3.970982 -4.796734 -3.737811 -0.02 0.02 0.03
H 6.028900 -3.468810 -3.237820 -0.03 -0.03 0.02
H 5.803531 -1.281381 -2.112193 -0.03 0.02 -0.04
H 4.519616 0.497758 -1.337954 -0.02 0.10 -0.31
H 4.012245 3.822161 0.317021 -0.01 0.02 -0.02
H 4.246724 6.037116 1.426474 0.01 -0.03 -0.04
H 2.344835 7.006602 2.665028 0.01 -0.02 0.01
H 0.210293 5.764859 2.800476 -0.02 -0.01 -0.05
H -0.016565 3.567228 1.643962 0.01 0.01 0.03
C -6.369310 -0.827256 -3.500970 -0.09 0.04 0.06
C -5.984658 -0.158376 -2.172427 0.11 -0.01 -0.10
C -6.628729 -0.936588 -1.023519 0.02 0.03 -0.05
C -6.547708 1.270841 -2.140515 -0.05 -0.04 0.02
C -4.460441 -0.115338 -2.050310 -0.07 -0.04 0.02
C -3.757488 -0.875710 -1.131112 0.07 -0.01 0.03
C -2.385561 -0.727183 -1.036940 0.07 -0.12 -0.02
Br -1.423568 -1.834021 0.203509 0.16 0.17 0.02
C -1.611544 0.180420 -1.784062 0.02 -0.02 0.24
O -0.370283 0.413625 -1.546152 0.02 0.07 -0.08
C -2.330758 0.844327 -2.833213 -0.04 0.07 -0.03
C -3.703936 0.695761 -2.908683 0.02 0.02 0.02
C -1.545724 1.693591 -3.836084 0.07 -0.04 0.11
C -0.483727 0.802725 -4.505391 0.04 0.07 0.02
C -0.863339 2.865626 -3.111282 0.03 0.00 -0.04
C -2.438620 2.264901 -4.938689 0.02 -0.02 0.03
H -7.458647 -0.864058 -3.614760 0.04 0.00 -0.02
H -5.980373 -1.847052 -3.537387 -0.01 0.02 -0.01
H -5.952806 -0.276199 -4.346393 -0.01 -0.03 0.00
H -7.717114 -0.864670 -1.097262 0.02 -0.03 -0.01
H -6.325641 -0.523106 -0.059039 -0.02 -0.05 0.00
H -6.360054 -1.994892 -1.053642 0.01 0.03 0.04
H -7.642377 1.247865 -2.155073 0.03 0.01 -0.03
H -6.213454 1.856178 -2.998459 0.02 0.00 0.04
H -6.226283 1.782974 -1.230915 -0.01 0.01 -0.03
H -4.247931 -1.587902 -0.479584 -0.02 0.07 0.00
H -4.234323 1.244215 -3.677968 0.03 -0.02 0.01
H 0.222379 0.419882 -3.769768 -0.04 -0.03 -0.01
H 0.069150 1.378850 -5.254853 -0.02 -0.01 0.01
H -0.963239 -0.043527 -5.004747 0.02 0.01 -0.02
H -0.186738 2.494900 -2.344734 -0.01 0.02 0.01
H -1.611931 3.506491 -2.636566 0.02 0.01 -0.03
H -0.288548 3.467553 -3.823490 -0.06 0.00 0.00
H -2.954762 1.470681 -5.484475 -0.03 0.04 0.00
H -1.815040 2.809762 -5.651717 -0.01 0.01 0.02
H -3.178773 2.963922 -4.539765 -0.02 -0.03 -0.03
C 4.823211 -1.167028 4.017697 0.00 0.08 -0.01
C 4.465949 -0.136663 3.120009 0.01 -0.11 0.00
C 3.630350 -0.397998 2.069237 -0.01 0.10 0.07
C 3.097816 -1.692340 1.837555 0.03 -0.19 0.05
C 2.153051 -1.961187 0.790366 -0.29 0.34 0.56
C 1.787226 -3.273351 0.593614 0.20 -0.13 0.00
C 2.263106 -4.324128 1.408220 0.03 0.04 -0.09
C 3.090580 -4.063655 2.459670 0.04 -0.10 0.07
C 3.524106 -2.740132 2.705613 0.01 0.15 -0.17
C 4.373979 -2.437219 3.799840 0.05 -0.03 0.04
H 5.454416 -0.943272 4.870350 0.03 -0.05 -0.04
H 4.856773 0.863736 3.268214 -0.03 0.01 -0.01
H 3.370006 0.408878 1.399001 -0.06 -0.04 0.03
H 1.114271 -3.528146 -0.217071 -0.08 0.07 0.09
H 1.942300 -5.339883 1.204378 0.01 0.00 0.00
H 3.438147 -4.863345 3.105663 -0.02 0.03 0.02
H 4.671284 -3.242241 4.464807 -0.04 0.00 -0.01
C 1.395441 1.431076 3.919273 -0.02 0.14 -0.23
S -0.066611 0.810232 3.052456 0.04 -0.61 0.56
O 0.359100 -0.465157 2.388287 0.07 0.20 -0.07
C -0.830563 0.203698 4.578645 -0.24 0.19 -0.05
C -1.677999 1.036931 5.294938 0.06 0.06 -0.02
C -2.269089 0.576741 6.463577 0.06 0.01 0.01
C -2.018520 -0.717561 6.901246 0.02 -0.01 -0.01
C -1.187611 -1.553940 6.165165 -0.02 0.10 0.03
C -0.591515 -1.093212 4.999414 0.14 -0.12 -0.08
H 1.887790 0.582676 4.393084 -0.02 0.00 -0.01
H 1.074429 2.171955 4.652809 0.00 -0.01 -0.02
H 2.053053 1.892204 3.184036 -0.02 -0.02 0.01
H -1.861819 2.046887 4.941089 -0.05 -0.05 0.02
H -2.920704 1.227884 7.032748 -0.01 -0.01 -0.01
H -2.468774 -1.072535 7.820166 -0.03 -0.01 -0.03
H -0.999890 -2.565532 6.502370 0.01 0.01 -0.01
H 0.063017 -1.723168 4.406206 -0.07 0.01 -0.01
```
Positions in Å, forces in eV/Å.

---

(2)
ORCA calculation (the ωB97M-V functional and the def2-TZVPD basis) on a structure of composition C37H42N2O5 at a distorted geometry.

total charge: 0
E_HOMO: -5.95 eV
ΔE to the lowest compared entry with this formula, charge and spin: 177.19 kJ/mol
LUMO level: -0.552 eV
E_tot: -1920.67049 Eh

XYZ file:
```
86
Properties=species:S:1:pos:R:3:forces:R:3
C 2.869010 2.846655 3.015746 0.14 0.19 0.27
N 2.246378 1.920597 2.108708 0.98 -0.47 -0.64
C 2.983559 1.194126 1.208840 0.86 0.35 0.31
O 4.198428 1.301053 1.019182 -1.45 -0.12 0.18
C 2.042745 0.230628 0.500824 -0.49 0.50 0.04
C 2.429398 -1.237694 0.682752 0.46 0.17 -0.12
C 2.374633 -1.598521 2.145841 0.17 -0.50 0.23
C 3.473237 -1.291770 2.955875 -0.01 0.04 -0.08
C 3.458461 -1.591260 4.314428 -0.14 -0.06 0.10
C 2.347031 -2.227754 4.880204 -0.01 0.06 -0.17
C 1.254177 -2.557349 4.072296 0.14 0.04 0.08
C 1.269281 -2.240561 2.715744 0.11 -0.03 -0.14
N 0.767248 0.540196 1.126269 1.42 0.86 1.09
C -0.289402 -0.260223 0.939429 -2.79 0.28 0.06
C -1.588036 0.119922 1.239159 4.44 -1.30 0.30
C -2.726017 -0.378426 0.611535 -1.86 2.30 -2.01
C -3.989066 -0.311604 1.285443 -1.21 -1.16 0.28
C -5.185099 -0.740993 0.667106 0.26 0.18 0.16
C -6.394650 -0.668828 1.337498 0.15 0.23 0.23
C -6.456828 -0.101940 2.617628 -0.08 -0.08 0.09
C -5.288155 0.322832 3.263946 -0.19 -0.19 -0.52
C -4.063274 0.167343 2.629572 0.27 -0.30 -0.47
C 0.854359 1.554990 2.206525 -0.42 -0.64 -0.62
C 0.503640 0.992500 3.615066 0.24 0.00 -0.55
C 0.021321 2.195388 4.413634 0.01 0.00 0.58
C -0.371608 3.301539 3.412163 -0.37 0.50 0.21
C -0.057792 2.803745 2.003119 0.34 -0.33 -0.16
H 3.847472 3.121459 2.617581 -0.15 -0.06 -0.01
H 2.252447 3.743872 3.122455 0.15 -0.08 -0.04
H 3.018043 2.406179 4.012521 -0.05 0.04 -0.19
H 1.997645 0.517139 -0.565542 0.17 -0.28 0.21
H 1.767115 -1.865738 0.075918 0.17 0.07 0.14
H 3.454468 -1.345227 0.297306 -0.26 -0.09 0.08
H 4.343556 -0.814650 2.492722 -0.28 -0.15 0.27
H 4.325604 -1.332918 4.925416 -0.28 -0.13 -0.11
H 2.339564 -2.476249 5.942282 0.00 0.07 -0.28
H 0.382508 -3.070273 4.488366 0.32 0.19 -0.07
H 0.419859 -2.513762 2.082986 0.31 0.09 0.36
H -0.101341 -1.228807 0.486717 -0.06 0.68 -0.24
H -1.646554 0.864467 2.034820 -0.78 -0.25 -0.65
H -2.745980 -0.374289 -0.575327 -0.75 3.05 2.47
H -5.140544 -1.173768 -0.335442 -0.19 0.19 0.47
H -7.281085 -1.065202 0.846718 0.05 0.19 0.20
H -7.417406 -0.030382 3.125749 0.21 0.02 -0.10
H -5.312161 0.754450 4.267044 -0.11 -0.22 -0.30
H -3.144717 0.390091 3.179767 -0.42 -0.02 -0.26
H -0.275486 0.226529 3.519355 0.19 0.15 -0.04
H 1.393602 0.504618 4.031098 -0.24 0.04 -0.01
H -0.826497 1.922533 5.049840 0.13 0.08 -0.02
H 0.814303 2.549276 5.083708 -0.19 -0.03 -0.10
H -1.435277 3.542486 3.511894 0.15 0.03 -0.03
H 0.175627 4.225280 3.633974 -0.16 -0.14 -0.03
H 0.477100 3.540784 1.391606 -0.16 -0.15 0.09
H -0.964699 2.513162 1.464391 0.30 0.17 0.05
C -0.614304 -1.505220 -5.456807 -0.05 0.16 -0.60
C -0.180049 -1.266531 -4.041780 -0.38 0.01 0.04
O -1.356018 -1.599947 -3.237631 0.52 -0.08 0.78
C -1.330316 -1.093332 -1.999678 1.33 2.62 0.65
C -2.434628 -1.548409 -1.072266 0.82 -4.15 -1.59
C -3.636284 -1.881874 -1.934862 -1.69 -1.19 0.22
O -4.311665 -2.904784 -1.824036 1.17 1.74 -0.21
O -3.904504 -0.899673 -2.822268 -0.55 -0.58 0.50
C -5.126779 -1.104077 -3.610797 0.36 -0.03 0.31
C -4.863617 -0.537801 -4.973185 0.14 -0.02 -0.43
C -1.984452 -2.748798 -0.307859 0.33 -0.87 0.07
C -2.879643 -3.348952 0.590401 0.47 -0.26 0.30
C -2.456801 -4.410189 1.390808 -0.14 0.34 -0.39
C -1.141795 -4.881411 1.298475 0.03 0.07 0.14
C -0.258104 -4.302130 0.389676 -0.21 -0.15 -0.33
C -0.694018 -3.284940 -0.468874 -0.18 0.01 0.46
O -0.494733 -0.269277 -1.627164 -0.99 -1.31 -1.08
H 0.213132 -1.335240 -6.145834 0.11 -0.06 0.04
H -0.978861 -2.524155 -5.607170 0.02 0.11 0.07
H -1.398664 -0.793376 -5.740093 0.04 -0.21 0.12
H 0.632039 -1.938409 -3.734929 -0.13 0.26 0.00
H 0.099283 -0.217149 -3.867566 -0.07 -0.47 0.05
H -5.326902 -2.179998 -3.653896 -0.07 0.36 0.10
H -5.940195 -0.585308 -3.090026 0.18 -0.15 -0.01
H -5.794647 -0.430913 -5.530727 -0.01 0.00 0.03
H -4.374269 0.435998 -4.923000 -0.09 -0.01 0.06
H -4.218885 -1.221765 -5.529516 0.03 0.13 -0.03
H -3.883878 -2.933735 0.686540 0.37 -0.33 0.05
H -3.172961 -4.844655 2.089256 0.30 0.02 -0.14
H -0.811695 -5.687241 1.956758 -0.04 0.25 -0.22
H 0.779130 -4.638411 0.323240 -0.35 -0.02 0.02
H -0.001694 -2.884143 -1.223628 -0.31 -0.15 0.45
```
Positions in Å, forces in eV/Å.